1.
Formula: C24H62CuKN3O9
Source: the Open Molecules 2025 dataset
Level of theory: ωB97M-V with the def2-TZVPD basis set

Calculated values
⟨S²⟩ ... 0.75
HOMO energy (alpha / beta) ... -12.615 / -12.615 eV
E ... -109730.646 eV
LUMO level (alpha / beta) ... -6.59 / -9.25 eV
2S+1 ... 2
Net charge ... +2
M ... 639.416 g/mol

Each line ends with the Mulliken charge.
Element x y z (Å)
1 Cu 4.193 2.182 3.449  0.629
2 K 0.778 3.849 3.244  0.857
3 C 0.940 -0.326 1.342  -0.165
4 C 2.072 0.648 1.161  0.260
5 O 2.400 1.599 2.161  -0.277
6 H 0.518 -0.785 0.447  -0.059
7 H 0.067 0.008 1.903  0.347
8 H 1.224 -1.163 1.980  -0.071
9 H 1.932 1.145 0.201  -0.563
10 H 2.956 0.061 0.910  -0.075
11 C 0.930 -1.900 -2.000  -0.387
12 O 0.026 -0.954 -2.642  -0.197
13 C -0.949 -1.626 -3.427  -0.270
14 C -2.259 -0.808 -3.816  -0.444
15 N -1.995 0.583 -3.952  -0.280
16 C -3.150 1.284 -3.398  -1.052
17 C -3.235 1.077 -1.821  0.100
18 O -2.270 1.856 -1.197  -0.423
19 C -1.630 1.155 -0.132  -0.089
20 H 1.324 -2.547 -2.784  0.468
21 H 0.401 -2.482 -1.245  0.167
22 H 1.727 -1.348 -1.502  -0.174
23 H -1.330 -2.395 -2.755  -0.008
24 H -0.543 -2.110 -4.315  0.429
25 H -3.051 -1.164 -3.157  0.050
26 H -2.693 -1.121 -4.766  0.527
27 H -1.213 0.822 -3.359  0.206
28 H -4.081 1.098 -3.934  0.406
29 H -2.977 2.337 -3.623  0.329
30 H -3.326 0.005 -1.646  -0.228
31 H -4.198 1.462 -1.484  0.589
32 H -0.856 1.736 0.370  0.049
33 H -1.229 0.172 -0.378  -0.208
34 H -2.437 1.010 0.586  0.549
35 C -1.941 -2.465 2.825  -0.628
36 O -3.101 -2.257 2.052  -0.435
37 C -2.938 -2.362 0.651  -0.101
38 C -2.568 -3.721 0.020  -0.468
39 N -3.490 -4.711 0.539  0.130
40 C -4.229 -5.471 -0.469  -0.814
41 C -5.427 -4.703 -1.049  -0.343
42 O -6.168 -4.146 -0.009  -0.379
43 C -7.487 -3.709 -0.442  -0.820
44 H -1.849 -1.576 3.449  0.275
45 H -1.084 -2.682 2.188  0.192
46 H -2.069 -3.277 3.541  0.305
47 H -2.200 -1.642 0.298  -0.044
48 H -3.785 -1.956 0.099  0.571
49 H -1.520 -3.838 0.295  0.291
50 H -2.692 -3.677 -1.062  0.237
51 H -4.258 -4.320 1.066  0.389
52 H -4.736 -6.328 -0.026  0.386
53 H -3.583 -5.818 -1.276  0.421
54 H -6.036 -5.398 -1.627  0.532
55 H -5.180 -3.868 -1.706  0.293
56 H -7.398 -2.987 -1.254  0.331
57 H -8.147 -3.264 0.302  0.306
58 H -8.146 -4.506 -0.788  0.328
59 C 0.806 7.942 3.070  -0.850
60 O 1.179 6.868 2.186  -0.221
61 C 2.247 7.246 1.264  -0.613
62 C 2.921 6.052 0.615  -0.682
63 N 2.008 5.088 -0.014  -0.089
64 C 2.723 3.922 -0.615  -0.406
65 C 1.748 3.134 -1.531  -0.890
66 O 1.793 3.947 -2.679  -0.433
67 C 0.550 3.824 -3.384  -0.720
68 H 0.699 8.946 2.659  0.316
69 H 1.619 8.077 3.783  0.355
70 H -0.079 7.652 3.636  0.255
71 H 3.037 7.755 1.817  0.400
72 H 1.767 7.922 0.557  0.369
73 H 3.479 5.691 1.479  0.203
74 H 3.656 6.302 -0.151  0.437
75 H 1.451 5.466 -0.767  0.246
76 H 2.909 3.188 0.169  0.111
77 H 3.752 4.035 -0.958  0.403
78 H 0.801 3.018 -1.004  0.388
79 H 2.036 2.148 -1.897  0.621
80 H 0.471 2.798 -3.743  0.257
81 H 0.513 4.497 -4.240  0.347
82 H -0.287 4.061 -2.728  0.272
83 C 3.452 -3.951 4.964  -1.189
84 C 2.877 -2.719 4.189  -0.028
85 O 3.955 -2.122 3.465  -0.407
86 H 3.497 -4.846 4.344  0.295
87 H 2.684 -4.195 5.698  0.377
88 H 4.322 -3.865 5.615  0.317
89 H 2.542 -2.001 4.938  0.322
90 H 1.995 -2.898 3.574  0.051
91 H 4.030 -1.242 3.840  0.214
92 C 4.960 -1.371 -1.060  -0.690
93 C 6.329 -1.992 -0.650  -0.408
94 O 6.274 -2.619 0.603  -0.477
95 H 4.184 -2.117 -0.892  0.190
96 H 5.083 -1.146 -2.120  0.379
97 H 4.658 -0.478 -0.514  0.129
98 H 7.005 -1.143 -0.748  0.303
99 H 6.881 -2.456 -1.467  0.298
100 H 5.441 -3.093 0.655  0.299

---

2.
Formula: C24H62NO14P3Si2
Source: the Open Molecules 2025 dataset
Level of theory: ωB97M-V with the def2-TZVPD basis set

Calculated values
HOMO energy ... -8.992 eV
E ... -99671.895 eV
LUMO level ... -1.06 eV
M ... 737.847 g/mol

Each line ends with the Mulliken charge.
Element x y z (Å)
1 C -6.753 4.714 -0.220  -0.700
2 C -7.238 5.486 -1.486  -0.505
3 N -7.830 6.803 -1.234  0.131
4 C -6.933 7.719 -0.516  -0.455
5 C -5.819 8.223 -1.504  -0.936
6 Si -4.058 7.753 -0.976  0.551
7 O -3.492 6.291 -1.616  -0.083
8 Si -3.519 6.178 -3.304  0.438
9 C -9.136 6.724 -0.642  0.410
10 C -10.303 6.994 -1.606  -1.133
11 O -9.322 6.497 0.500  -0.502
12 H -6.843 3.622 -0.335  0.449
13 H -7.223 5.073 0.708  0.302
14 H -5.663 4.903 -0.121  -0.042
15 H -6.443 5.517 -2.251  0.087
16 H -8.040 4.870 -1.945  0.375
17 H -6.540 7.325 0.440  0.363
18 H -7.541 8.605 -0.251  0.364
19 H -5.845 9.332 -1.480  0.377
20 H -6.075 7.943 -2.536  0.409
21 H -4.056 7.764 0.500  -0.163
22 H -3.177 8.825 -1.500  -0.235
23 H -2.629 7.131 -3.977  -0.143
24 H -4.922 6.383 -3.729  -0.180
25 H -3.183 4.789 -3.650  -0.147
26 H -10.065 6.489 -2.563  0.317
27 H -10.385 8.068 -1.836  0.272
28 H -11.237 6.552 -1.237  0.367
29 O -2.531 3.175 5.210  -0.767
30 P -2.573 2.375 3.942  1.135
31 O -3.964 2.919 3.257  -0.374
32 C -4.008 4.255 2.770  -0.385
33 C -3.178 4.427 1.509  -0.539
34 O -3.105 0.941 4.538  -0.358
35 C -3.070 0.663 5.936  -0.336
36 C -4.374 1.057 6.604  -1.046
37 O -2.152 1.547 2.542  -0.299
38 C -0.780 1.626 2.123  -0.162
39 C 0.182 1.179 3.206  -1.135
40 H -3.680 4.950 3.548  0.274
41 H -5.054 4.475 2.551  0.264
42 H -2.109 4.386 1.742  0.345
43 H -3.381 5.392 1.043  -0.052
44 H -3.392 3.635 0.791  0.272
45 H -2.216 1.151 6.407  0.324
46 H -2.918 -0.413 6.046  0.359
47 H -4.677 2.069 6.339  0.284
48 H -4.286 0.992 7.690  0.349
49 H -5.179 0.394 6.282  0.280
50 H -0.552 2.650 1.811  0.207
51 H -0.675 0.989 1.245  0.345
52 H 0.152 1.852 4.071  0.401
53 H 1.204 1.166 2.824  0.345
54 H -0.078 0.183 3.568  0.279
55 O 3.305 -0.033 0.122  -0.738
56 P 4.499 -0.798 -0.396  1.124
57 O 5.013 0.274 -1.539  -0.394
58 C 5.628 1.484 -1.115  -0.298
59 C 7.017 1.245 -0.545  -0.930
60 O 3.678 -1.821 -1.392  -0.319
61 C 2.277 -2.040 -1.240  -0.272
62 C 1.476 -1.081 -2.100  -1.178
63 O 5.840 -1.772 -0.695  -0.295
64 C 6.507 -2.342 0.442  -0.238
65 C 5.565 -3.142 1.317  -0.967
66 H 4.993 1.995 -0.386  0.240
67 H 5.701 2.124 -1.995  0.344
68 H 6.953 0.756 0.433  0.170
69 H 7.547 2.189 -0.411  0.423
70 H 7.600 0.599 -1.201  0.241
71 H 1.986 -1.976 -0.191  0.336
72 H 2.076 -3.066 -1.559  0.332
73 H 1.801 -0.049 -1.969  0.268
74 H 0.412 -1.145 -1.862  0.381
75 H 1.609 -1.320 -3.157  0.314
76 H 6.986 -1.548 1.024  0.208
77 H 7.300 -2.985 0.058  0.362
78 H 4.805 -2.500 1.779  0.375
79 H 6.112 -3.639 2.119  0.415
80 H 5.036 -3.892 0.728  0.099
81 O 6.563 -8.113 -1.183  -0.764
82 P 5.170 -8.392 -1.666  1.169
83 O 4.374 -7.044 -1.167  -0.387
84 C 4.668 -5.804 -1.799  0.389
85 C 4.121 -5.745 -3.214  -1.317
86 O 4.680 -9.444 -0.505  -0.342
87 C 5.618 -10.071 0.367  -0.334
88 C 5.811 -9.263 1.636  -1.019
89 O 3.845 -8.896 -2.569  -0.294
90 C 4.108 -9.426 -3.878  -0.216
91 C 5.086 -10.585 -3.847  -1.138
92 H 5.748 -5.623 -1.793  0.225
93 H 4.200 -5.023 -1.198  -0.247
94 H 4.699 -6.395 -3.879  0.363
95 H 4.179 -4.729 -3.608  0.424
96 H 3.084 -6.080 -3.244  0.311
97 H 6.565 -10.246 -0.144  0.324
98 H 5.212 -11.053 0.622  0.356
99 H 6.006 -8.212 1.422  0.258
100 H 6.641 -9.659 2.224  0.348
101 H 4.907 -9.295 2.247  0.283
102 H 4.484 -8.628 -4.526  0.234
103 H 3.152 -9.754 -4.287  0.347
104 H 6.078 -10.259 -3.513  0.355
105 H 5.194 -11.022 -4.840  0.402
106 H 4.749 -11.356 -3.153  0.273

---

Q: What is the E in the second record?
A: -99671.895 eV

---

Q: Number 1 is which compound?
A: C24H62CuKN3O9

---

Q: Which of these has the lowest E?
A: C24H62CuKN3O9

---

Q: What is the formula in the second record?
A: C24H62NO14P3Si2